ORCA calculation (the ωB97M-V functional and the def2-TZVPD basis) on the molecule C12H11NO.

```
25
Properties=species:S:1:pos:R:3:mulliken_charge:R:1
N 0.7987 2.0695 4.0567 -0.6555
C 0.7137 1.1087 3.0014 0.8180
C 0.0620 -0.1526 3.3856 -0.7502
C -0.4700 -0.8738 2.4617 -0.3618
C -0.0865 -0.8809 1.0931 -0.2832
C 0.4125 0.3336 0.6584 0.7145
O 0.8659 0.3866 -0.6064 -0.3861
C 0.1773 -0.0721 -1.6524 0.4016
C 1.0165 -0.7801 -2.5346 -0.4659
C 0.3088 -1.0879 -3.7949 -0.3519
C -1.0576 -0.8213 -4.0420 -0.5883
C -1.8638 -0.2158 -2.8483 -0.4763
C -1.1453 0.1954 -1.8352 0.0249
C 1.0370 1.1520 1.6712 -0.9287
H 1.4370 2.9441 3.7623 0.2979
H 1.3721 1.2281 4.7599 0.3539
H -0.3447 -0.0166 4.3574 0.3874
H -1.1579 -1.8042 2.3215 0.1873
H -0.6310 -1.5598 0.3056 0.2466
H 2.1340 -1.1937 -2.1217 0.2100
H 0.8115 -1.5844 -4.6406 0.3167
H -1.4847 -0.9417 -4.9887 0.4683
H -3.0118 -0.1581 -2.8264 0.2835
H -1.5632 0.7964 -1.0207 0.3539
H 1.6695 1.9283 1.0773 0.1832
```

Output
SMILES string: Nc1cccc(Oc2ccccc2)c1
energy above the lowest of the compared OMol25 structures with the same formula, charge and spin: 544.9 kJ/mol
spin multiplicity: 1
LUMO energy: 0.751 eV
max |F|: 9.09 eV Å⁻¹


ORCA calculation (the ωB97M-V functional and the def2-TZVPD basis) on C12H11NO6V as an isolated structure.

```
31
Properties=species:S:1:pos:R:3:lowdin_spin:R:1
V -0.4264 -4.0467 -0.0107 2.0721
C 1.5677 0.1387 1.1763 0.0987
C 0.5703 -1.1344 0.0453 0.0223
C 0.4299 -0.5219 -1.6837 0.0009
O 1.4646 -2.7268 -0.0606 0.0164
C -1.4024 -1.5430 0.7249 0.0123
O -1.8188 -0.8009 1.7254 -0.0084
O -2.0928 -2.6624 -0.0028 0.0183
H 2.5983 0.2498 0.8062 0.0063
H 1.6072 -0.2929 2.4062 0.0005
H 1.0225 1.3416 1.2067 0.0171
H 1.4047 -0.3259 -2.1003 0.0015
H -0.2913 0.6977 -1.7671 0.0255
H -0.2284 -1.4671 -2.5358 -0.0038
H 1.9220 -2.8696 0.7918 0.0047
O -1.3246 -1.2830 -2.6412 0.0415
C -0.8275 -0.8795 -1.3346 0.2039
N -0.3965 -1.8575 -0.0793 0.0773
C 0.1754 -0.7589 1.2587 0.0319
O 0.6581 -1.1048 2.5792 0.0135
C 0.0098 0.9488 0.6975 -0.0129
C 0.2322 2.3686 1.4508 0.1208
C -0.1135 3.4855 0.6666 0.0778
C -0.5964 3.4604 -0.6258 0.0471
C -0.8652 2.2886 -1.3547 0.1704
C -0.5978 0.9675 -0.7616 0.0367
H 0.5801 2.4252 2.4689 0.0070
H 0.0026 4.4620 1.1299 0.0045
H -0.8057 4.4210 -1.1030 0.0020
H -1.2699 2.3307 -2.3578 0.0106
O -1.1881 -5.3107 -0.7154 -0.1165
```

Output
energy above the lowest of the compared OMol25 structures with the same formula, charge and spin: 3858.2 kJ/mol
<S²>: 3.8575
spin multiplicity: 4
charge: -2
LUMO energy (alpha / beta): 5.103 / 4.957 eV
max |F|: 17.63 eV Å⁻¹


ORCA calculation (the ωB97M-V functional and the def2-TZVPD basis) on a 2-piece molecular cluster, C12H12 overall.

```
24
Properties=species:S:1:pos:R:3:mulliken_charge:R:1
C 2.1515 1.3478 0.7098 -0.3510
C 3.1724 0.4321 0.8764 -0.3823
C 3.2746 -0.6257 0.0080 -0.4354
C 2.1868 -1.0851 -0.6551 -0.3448
C 1.1757 -0.1919 -0.7200 -0.1664
C 1.0235 1.0145 -0.1186 0.0097
H 2.1460 2.3969 1.1335 0.2885
H 3.8135 0.7583 1.7065 0.3175
H 4.2293 -1.2984 0.3311 0.1873
H 2.1541 -1.8945 -1.5567 0.2115
H 0.3116 -0.4714 -1.3541 0.3375
H 0.4144 1.8934 -0.4082 0.2772
C -1.2978 0.0162 -0.9984 -0.1213
C -2.3751 0.9080 -0.8724 -0.7624
C -3.2369 0.6466 0.1811 -0.0830
C -2.9436 -0.3210 1.1266 -0.5780
C -1.8901 -1.1685 0.9782 -0.3934
C -1.0275 -1.0826 -0.1572 -0.3746
H -0.9297 0.0830 -2.0615 0.3168
H -2.4893 1.6716 -1.6539 0.3864
H -4.2173 1.1051 0.2349 0.3616
H -3.7778 -0.6430 1.7921 0.2639
H -1.7176 -1.8471 1.7178 0.4810
H -0.1508 -1.6441 -0.2401 0.5536
```

Output
SMILES string: c1ccccc1.c1ccccc1
energy above the lowest of the compared OMol25 structures with the same formula, charge and spin: 468.8 kJ/mol
spin multiplicity: 1
LUMO energy: 0.872 eV
max |F|: 6.77 eV Å⁻¹


ORCA calculation (the ωB97M-V functional and the def2-TZVPD basis) on C12H12AsF6N7O2Pt as an isolated structure.

```
41
Properties=species:S:1:pos:R:3:lowdin_spin:R:1
Pt -0.3662 0.8416 0.6908 -0.0008
N 1.8260 -0.0779 -1.8671 0.0177
C 2.3362 0.0131 -0.6749 0.0535
N 3.6629 0.0041 -0.5047 0.5199
C 4.3543 0.0999 0.6307 0.0426
N 5.6438 0.1651 0.7102 -0.0096
N 3.5389 0.0712 1.7184 0.3046
C 2.2408 0.1058 1.6296 0.0281
N 1.5621 0.0725 0.4663 0.0313
C 1.4215 0.1560 2.8350 0.0100
C 1.9312 -0.0008 4.1010 0.0024
C 1.0585 0.0515 5.1904 0.0007
C -0.2844 0.2664 4.9653 -0.0018
C -0.7471 0.4317 3.6587 0.0002
N 0.0968 0.3759 2.6310 -0.0010
H 2.4281 -0.0958 -2.6835 0.0023
H 0.8254 -0.0585 -2.0268 0.0004
H 6.2253 0.1484 -0.1210 0.0012
H 6.1026 0.2289 1.6124 0.0004
H 2.9924 -0.1684 4.2311 0.0025
H 1.4390 -0.0690 6.1970 0.0002
H -0.9974 0.3098 5.7780 -0.0001
H -1.7888 0.6218 3.4536 0.0000
F 0.1746 1.9322 -1.0181 -0.0002
As 0.2765 3.7766 -0.1763 0.0000
F -1.2730 3.2519 0.3790 0.0001
F -0.3910 4.4197 -1.5588 0.0000
F 0.8552 2.5750 1.1995 0.0001
F 1.8698 3.7116 -0.7105 0.0000
F 0.3441 5.0690 0.8628 0.0000
O -2.3817 1.1429 1.6156 -0.0046
C -2.9048 0.5590 0.6216 0.0000
C -4.2685 0.3907 0.0698 0.0000
C -4.0032 -0.5418 -1.1384 -0.0001
C -2.4793 -0.7032 -1.2911 -0.0001
O -1.8181 -1.2393 -2.1046 0.0001
N -1.9803 -0.0021 -0.1260 0.0000
H -4.6378 1.3766 -0.2263 0.0000
H -4.9590 0.0040 0.8204 0.0000
H -4.3679 -0.1425 -2.0841 0.0000
H -4.4025 -1.5479 -1.0048 0.0000
```

Output
<S²>: 0.7588
spin multiplicity: 2
charge: +3
LUMO energy (alpha / beta): -12.902 / -14.612 eV
max |F|: 3.13 eV Å⁻¹


ORCA calculation (the ωB97M-V functional and the def2-TZVPD basis) on C12H12B2F5N6O4S2Tm as an isolated structure.

```
44
Properties=species:S:1:pos:R:3:lowdin_spin:R:1
Tm -0.3364 -1.2917 0.3152 2.0003
C 2.8276 0.3697 2.3866 -0.0001
C 2.1821 -0.7505 1.6441 -0.0002
N 1.0765 -1.3309 1.9487 -0.0009
O 0.2152 -0.7942 2.8855 -0.0007
B -1.1963 -1.3017 2.7658 -0.0003
F -1.1216 -2.5048 1.8791 -0.0009
F -1.6833 -1.6335 3.9706 0.0000
O -2.1174 -0.3313 2.0697 -0.0003
N -2.3509 -0.6493 0.7483 0.0005
C -2.7746 0.2235 -0.0949 0.0010
C -3.3122 1.5783 0.2161 0.0001
C -2.4663 -0.1554 -1.5144 -0.0008
N -1.3385 -0.7643 -1.5524 0.0004
O -0.6615 -1.1398 -2.6804 0.0010
B 0.4393 -2.1066 -2.3604 0.0000
F -0.1160 -2.9095 -1.2067 -0.0005
F 0.6747 -2.8626 -3.4386 0.0000
O 1.7496 -1.5886 -1.8363 0.0016
N 1.6931 -1.3585 -0.4893 0.0007
C 2.6907 -1.1462 0.2877 -0.0006
C 4.1342 -1.1257 -0.0744 -0.0002
C -3.3102 0.2621 -2.6671 -0.0002
H 2.1725 0.6874 3.1950 0.0000
H 3.0072 1.2095 1.7171 0.0000
H 3.7812 0.0434 2.8018 0.0000
H -2.9959 1.8583 1.2188 0.0000
H -4.4023 1.5669 0.1829 0.0000
H -2.9534 2.3106 -0.5038 0.0001
H 4.2416 -1.3516 -1.1326 0.0000
H 4.6680 -1.8711 0.5141 0.0000
H 4.5676 -0.1500 0.1374 -0.0001
H -4.3584 0.0709 -2.4467 0.0000
H -3.0026 -0.2931 -3.5513 0.0000
H -3.1910 1.3278 -2.8628 -0.0001
S 2.1001 1.5624 -1.6723 -0.0001
C 1.0618 2.9106 -1.4492 0.0000
S 0.1507 1.8248 -2.4169 0.0000
C 1.0150 4.1332 -0.8975 0.0000
C 2.1228 4.6540 -0.1912 0.0000
N 3.0345 5.0747 0.3602 0.0000
C -0.1280 4.9516 -1.0448 0.0000
N -1.0540 5.6106 -1.1836 0.0000
F 0.0297 0.6206 0.3730 0.0003
```

Output
energy above the lowest of the compared OMol25 structures with the same formula, charge and spin: 16.9 kJ/mol
<S²>: 2.0026
spin multiplicity: 3
LUMO energy (alpha / beta): -1.331 / -1.330 eV
max |F|: 2.21 eV Å⁻¹


ORCA calculation (the ωB97M-V functional and the def2-TZVPD basis) on the molecule C12H12BrN3OS.

```
30
Properties=species:S:1:pos:R:3:mulliken_charge:R:1
N -3.1606 -0.7737 -0.3743 -0.3469
C -2.9508 -1.3325 0.8346 0.1227
O -3.9660 -1.5716 1.4434 -0.6544
C -1.5294 -1.5097 1.4166 0.7696
C -0.8711 -2.7953 0.8832 -0.9144
C -0.3294 -2.4840 -0.5024 -1.1843
C 0.7260 -1.3717 -0.5741 -0.4891
C 0.2812 -0.1910 0.2333 1.3637
C 0.6587 1.2086 0.2334 0.2320
C 1.7157 1.8279 -0.5440 0.0805
C 1.8405 3.1890 -0.6387 -0.6858
C 2.9850 3.6238 -1.3589 -0.1558
Br 3.3298 5.4791 -1.6162 -0.1695
C 3.7486 2.5821 -1.7934 -0.2322
S 3.0695 1.0295 -1.3432 -0.1379
N -0.0316 1.8967 1.1150 -0.7878
N -0.8142 1.0062 1.7979 0.0161
C -0.7063 -0.2599 1.1666 -1.4760
H -2.3845 -0.2162 -0.7195 0.2224
H -4.1131 -0.4205 -0.5139 0.2776
H -1.6510 -1.6195 2.4861 0.3846
H -0.0228 -3.1078 1.5320 0.3494
H -1.6114 -3.6059 0.7984 0.3822
H 0.1189 -3.3712 -0.9055 0.4255
H -1.1200 -2.2375 -1.1937 0.4468
H 0.8562 -1.0900 -1.5976 0.4929
H 1.6919 -1.7231 -0.1862 0.3900
H 1.1726 3.8459 -0.1590 0.5400
H 4.6835 2.7164 -2.3088 0.4709
H -1.6160 1.2759 2.3891 0.2670
```

Output
SMILES string: NC(=O)[C@H]1CCCc2c(-c3cc(Br)cs3)n[nH]c21
energy above the lowest of the compared OMol25 structures with the same formula, charge and spin: 15.2 kJ/mol
spin multiplicity: 1
LUMO energy: 0.512 eV
max |F|: 2.72 eV Å⁻¹


ORCA calculation (the ωB97M-V functional and the def2-TZVPD basis) on C12H12CrF5N2O3 as an isolated structure.

```
35
Properties=species:S:1:pos:R:3:lowdin_spin:R:1
Cr -0.9204 -0.5075 -0.6871 1.0220
C -2.8267 -1.5463 -0.1959 -0.0062
C -2.4947 -1.8923 -1.5193 -0.0074
C -1.2378 -2.5396 -1.5019 -0.0137
C -0.7888 -2.6047 -0.1505 -0.0121
C -1.7783 -1.9872 0.6508 0.0025
H -3.6806 -0.9615 0.1045 0.0004
H -3.0507 -1.6292 -2.4032 0.0007
H -0.7086 -2.9151 -2.3632 0.0006
H 0.1412 -3.0238 0.1952 0.0001
H -1.7025 -1.8059 1.7110 0.0016
C 3.2639 1.0373 1.8493 0.0000
C 2.0315 0.1994 1.6922 -0.0005
N 1.9926 -1.0712 1.6159 -0.0014
O 3.2637 -1.6408 1.6474 -0.0003
C 0.7254 0.8982 1.6229 -0.0058
C 0.4428 2.0757 2.4989 -0.0012
N -0.1238 0.4748 0.7725 -0.0027
O -1.3177 0.9830 0.5656 0.0353
H 4.1604 0.4518 1.6774 0.0000
H 3.3072 1.4553 2.8573 0.0000
H 3.2336 1.8724 1.1485 0.0000
H 3.0777 -2.5824 1.5811 0.0000
H 0.6985 1.8505 3.5351 0.0000
H -0.6075 2.3447 2.4283 -0.0003
H 1.0407 2.9347 2.1869 0.0000
O 1.7822 -0.7407 -2.0868 0.0047
C 0.7589 -0.6484 -1.6145 -0.0017
F -1.5565 0.1257 -3.4618 -0.0033
C -1.5713 0.7385 -2.2128 -0.0129
F -2.8892 1.0981 -2.0059 -0.0053
C -0.8491 2.0757 -2.4692 0.0036
F -1.3985 2.7560 -3.4821 0.0010
F -0.8598 2.8721 -1.3963 0.0005
F 0.4421 1.8526 -2.7902 0.0018
```

Output
energy above the lowest of the compared OMol25 structures with the same formula, charge and spin: 0.0 kJ/mol
<S²>: 0.7685
spin multiplicity: 2
LUMO energy (alpha / beta): 0.310 / -0.382 eV
max |F|: 0.42 eV Å⁻¹


ORCA calculation (the ωB97M-V functional and the def2-TZVPD basis) on C12H12CuI2OPSe2 as an isolated structure.

```
31
Properties=species:S:1:pos:R:3:mulliken_charge:R:1
Cu -1.2936 -0.2738 -3.1937 -0.0860
Se -0.1230 -2.0964 -1.7157 -0.3921
P 0.0433 -0.0687 -0.9786 0.6637
Se 0.1790 1.5081 -2.5354 -0.5612
C 1.5172 0.1579 0.0713 1.2226
C 1.5775 -0.8618 1.0885 -0.7002
C 2.6681 -0.8763 1.9725 -0.5107
C 3.6222 0.1198 1.8975 -0.6721
C 3.5701 0.9632 0.8227 -0.1920
C 2.5241 1.0955 -0.0415 -0.5720
C -1.4733 0.2712 -0.0489 1.3341
C -2.2656 1.2865 -0.4037 -0.5768
C -3.4509 1.5258 0.2137 -0.4691
C -3.8889 0.7389 1.3033 -0.6587
C -2.9762 -0.2583 1.7237 -0.8240
C -1.8498 -0.5121 0.9989 -0.4315
H 0.7187 -1.4787 1.1286 0.2717
H 2.7376 -1.7199 2.6550 0.3707
H 4.4928 -0.0242 2.5388 0.3417
H 4.4888 1.5523 0.7667 0.3266
H 2.4236 1.7395 -0.9405 0.1792
H -1.9600 1.9515 -1.2170 0.1816
H -4.0992 2.2851 -0.0682 0.4661
H -4.7656 1.0395 1.8286 0.4322
H -3.2740 -0.7888 2.5345 0.4900
H -1.2090 -1.3575 1.3183 0.1897
I 4.7533 -1.5015 -1.8951 0.1583
I 7.3499 -2.0670 -1.8414 -0.1618
O -3.2372 -0.7145 -3.0153 -0.5233
H -3.2634 -1.5458 -2.5560 0.3529
H -3.5364 -0.0895 -2.4114 0.3504
```

Output
energy above the lowest of the compared OMol25 structures with the same formula, charge and spin: 126.4 kJ/mol
spin multiplicity: 1
LUMO energy: -1.340 eV
max |F|: 3.41 eV Å⁻¹


> Number 5 is which compound?

C12H12B2F5N6O4S2Tm


Copy entry 2 word for word.
ORCA calculation (the ωB97M-V functional and the def2-TZVPD basis) on C12H11NO6V as an isolated structure.

```
31
Properties=species:S:1:pos:R:3:lowdin_spin:R:1
V -0.4264 -4.0467 -0.0107 2.0721
C 1.5677 0.1387 1.1763 0.0987
C 0.5703 -1.1344 0.0453 0.0223
C 0.4299 -0.5219 -1.6837 0.0009
O 1.4646 -2.7268 -0.0606 0.0164
C -1.4024 -1.5430 0.7249 0.0123
O -1.8188 -0.8009 1.7254 -0.0084
O -2.0928 -2.6624 -0.0028 0.0183
H 2.5983 0.2498 0.8062 0.0063
H 1.6072 -0.2929 2.4062 0.0005
H 1.0225 1.3416 1.2067 0.0171
H 1.4047 -0.3259 -2.1003 0.0015
H -0.2913 0.6977 -1.7671 0.0255
H -0.2284 -1.4671 -2.5358 -0.0038
H 1.9220 -2.8696 0.7918 0.0047
O -1.3246 -1.2830 -2.6412 0.0415
C -0.8275 -0.8795 -1.3346 0.2039
N -0.3965 -1.8575 -0.0793 0.0773
C 0.1754 -0.7589 1.2587 0.0319
O 0.6581 -1.1048 2.5792 0.0135
C 0.0098 0.9488 0.6975 -0.0129
C 0.2322 2.3686 1.4508 0.1208
C -0.1135 3.4855 0.6666 0.0778
C -0.5964 3.4604 -0.6258 0.0471
C -0.8652 2.2886 -1.3547 0.1704
C -0.5978 0.9675 -0.7616 0.0367
H 0.5801 2.4252 2.4689 0.0070
H 0.0026 4.4620 1.1299 0.0045
H -0.8057 4.4210 -1.1030 0.0020
H -1.2699 2.3307 -2.3578 0.0106
O -1.1881 -5.3107 -0.7154 -0.1165
```

Output
energy above the lowest of the compared OMol25 structures with the same formula, charge and spin: 3858.2 kJ/mol
<S²>: 3.8575
spin multiplicity: 4
charge: -2
LUMO energy (alpha / beta): 5.103 / 4.957 eV
max |F|: 17.63 eV Å⁻¹


> Among the records above, which one has the lowest max |F|?

C12H12CrF5N2O3